18
Properties=species:S:1:pos:R:3:forces:R:3:nbo_charge:R:1 method="wB97M-V/def2-TZVPD" orbital_gap_ev=8.88 relative_energy_ev=4.370 mol_weight_g_mol=273.5 multiplicity=1 charge=0
C 0.371 0.344 -0.153 3.74 0.54 -1.24 0.175
C -1.238 -1.927 -0.039 -1.11 0.78 -1.07 -0.445
C 0.339 -2.021 -0.080 -1.84 1.02 0.27 -0.238
C -1.817 -0.661 0.676 -1.04 -0.73 -1.96 -0.519
C 1.575 1.875 -0.651 -2.50 -2.24 -0.60 -0.114
N 0.999 -0.731 -0.098 -0.65 1.69 0.68 -0.446
N 1.321 2.789 0.443 1.40 2.26 1.55 0.435
O 2.270 3.064 1.173 -0.59 -0.66 -0.25 -0.365
O 0.220 3.296 0.548 0.24 -0.59 0.17 -0.364
S -1.268 0.840 -0.191 -0.57 -0.09 0.40 0.329
Cl 3.249 1.625 -1.112 -1.25 -0.19 0.71 0.101
Br 0.485 2.528 -2.090 0.51 0.15 -1.05 0.113
H -1.829 -1.999 -0.995 1.36 0.30 0.26 0.218
H -1.674 -2.755 0.460 0.09 -1.06 0.92 0.221
H 0.672 -2.593 0.775 0.28 -0.07 0.12 0.214
H 0.750 -2.424 -0.976 -0.22 -1.10 -0.67 0.229
H -2.969 -0.616 0.653 1.86 -0.27 0.07 0.245
H -1.457 -0.633 1.656 0.29 0.24 1.70 0.213